No. 1
Formula: C3H5CoO4
Source: the Open Molecules 2025 dataset
Level of theory: ωB97M-V/def2-TZVPD

Structure (XYZ):
```
13
Properties=species:S:1:pos:R:3:forces:R:3:nbo_charge:R:1
O -1.7635 0.1782 0.4131 -2.102 0.189 -1.351 -0.45
C -1.0360 0.9118 -0.4334 1.607 0.696 5.606 0.97
C -1.4395 -1.2246 0.4477 1.870 0.931 2.490 -0.14
O -0.8358 2.0856 -0.2218 -0.694 -0.082 -1.864 -0.56
O 0.0119 0.1487 -0.8037 1.383 -3.364 -1.766 -0.65
C -0.4109 -1.3984 -0.6327 0.640 1.503 -0.986 -0.08
H -2.3665 -1.7726 0.2592 0.412 -0.266 0.697 0.25
H -0.8036 -1.2855 1.5264 -2.374 -0.513 -2.723 0.25
H -0.7180 -1.6788 -1.6420 -0.275 0.116 0.265 0.23
H 0.4395 -2.0121 -0.3288 0.126 0.563 -0.066 0.24
O 1.4886 -0.0295 1.8469 -0.143 0.230 -0.772 -1.14
H 2.1198 -0.0206 2.5659 0.259 0.024 0.246 0.50
Co 1.5890 0.8684 0.3185 -0.708 -0.025 0.224 1.56
```
Positions in Å, forces in eV/Å.

Results
- Total charge: +1
- 2S+1: 4
- Kohn-Sham gap (spin up / spin down): 10.00 / 9.15 eV

***

No. 2
Formula: C22H34N2O5
Source: the Open Molecules 2025 dataset
Level of theory: ωB97M-V/def2-TZVPD

Structure (XYZ):
```
63
Properties=species:S:1:pos:R:3:forces:R:3:nbo_charge:R:1
C -4.5609 2.4727 1.5004 0.007 -0.014 -0.015 -0.60
C -3.9561 2.4692 0.0948 0.010 -0.003 0.019 -0.41
C -2.9607 3.5812 -0.1037 -0.063 -0.022 -0.014 -0.09
C -3.2951 4.7364 -0.7905 0.041 0.014 0.013 -0.18
C -2.3897 5.7805 -0.9511 -0.035 0.010 -0.019 -0.24
C -1.1223 5.6643 -0.4147 0.013 -0.028 0.016 -0.20
C -0.7551 4.5148 0.2784 0.005 -0.011 0.008 -0.31
C -1.6709 3.4827 0.4330 0.026 0.044 -0.009 0.37
O -1.3980 2.3200 1.0971 0.000 -0.015 0.003 -0.52
C -0.1113 2.1632 1.6643 -0.006 0.003 0.031 -0.06
C -0.0756 0.7951 2.3237 0.010 -0.004 0.026 -0.51
C 1.2845 0.5576 2.9573 0.024 -0.037 -0.173 0.69
O 2.1507 -0.0306 2.3242 -0.014 -0.010 0.065 -0.64
N 1.5189 1.0539 4.1998 -0.047 0.115 0.097 -0.44
C 0.5821 1.8228 5.0032 -0.008 -0.027 0.032 -0.41
C 2.8161 0.8457 4.8213 -0.008 0.014 -0.029 -0.23
C 3.7449 2.0537 4.6331 -0.005 -0.008 -0.021 -0.05
C 4.4162 2.0698 3.2717 0.037 -0.035 0.010 -0.62
N 4.7533 2.0720 5.6821 0.068 -0.007 -0.004 -0.62
C 4.4521 2.4874 6.9365 -0.057 0.058 -0.005 0.65
O 3.3265 2.8186 7.2614 0.027 -0.021 0.007 -0.63
C 5.6440 2.5407 7.8950 0.002 0.001 -0.016 -0.15
O 5.2756 2.7447 9.2212 0.009 -0.005 0.007 -0.52
C 4.6419 1.6154 9.8039 -0.027 0.023 0.027 -0.07
C 4.2569 1.9580 11.2306 -0.051 -0.052 0.008 -0.26
C 5.4671 2.2927 12.1045 0.017 0.023 -0.011 -0.44
C 5.9526 0.9158 12.5748 0.012 0.012 -0.005 -0.07
O 4.8825 -0.0049 12.3452 -0.005 -0.013 0.004 -0.54
C 3.7270 0.7211 11.9458 -0.005 0.025 -0.004 -0.06
H -5.2701 1.6527 1.6211 -0.001 0.004 0.006 0.21
H -3.7810 2.3623 2.2539 -0.003 -0.001 0.003 0.21
H -5.0869 3.4091 1.6920 0.001 0.004 0.000 0.20
H -3.4704 1.5089 -0.0886 -0.005 -0.001 0.006 0.22
H -4.7510 2.5747 -0.6458 0.002 0.003 -0.009 0.21
H -4.2905 4.8179 -1.2121 -0.003 -0.001 -0.003 0.21
H -2.6780 6.6707 -1.4939 0.007 0.001 0.003 0.21
H -0.4020 6.4636 -0.5308 -0.004 0.005 -0.003 0.21
H 0.2418 4.4377 0.6871 0.007 0.001 0.001 0.22
H 0.6609 2.2235 0.8910 0.004 -0.003 -0.002 0.19
H 0.0751 2.9576 2.3972 -0.003 0.008 -0.018 0.17
H -0.8985 0.7042 3.0318 0.000 0.007 0.005 0.22
H -0.1948 0.0286 1.5615 0.001 -0.009 0.001 0.25
H -0.3438 2.0098 4.4720 -0.002 0.006 -0.030 0.21
H 0.3531 1.2877 5.9274 -0.022 -0.014 -0.002 0.20
H 1.0198 2.7829 5.2841 -0.004 -0.022 -0.003 0.21
H 2.6500 0.6990 5.8894 0.003 -0.012 -0.004 0.21
H 3.2688 -0.0493 4.3971 0.011 0.000 0.002 0.23
H 3.1463 2.9582 4.7622 -0.005 0.012 -0.006 0.21
H 3.6749 2.0294 2.4766 -0.014 0.017 0.009 0.24
H 5.0248 2.9670 3.1496 -0.008 0.002 -0.008 0.21
H 5.0514 1.1887 3.1497 0.008 0.010 -0.003 0.21
H 5.6998 1.8160 5.4544 -0.006 -0.015 0.003 0.40
H 6.2395 1.6230 7.7792 0.006 0.001 0.001 0.17
H 6.2701 3.3861 7.5992 -0.003 -0.015 0.005 0.21
H 3.7457 1.3560 9.2322 0.013 -0.013 0.011 0.19
H 5.3283 0.7569 9.7911 0.016 0.006 -0.012 0.17
H 3.5282 2.7692 11.2158 -0.004 -0.002 -0.006 0.22
H 6.2252 2.8471 11.5545 0.017 -0.007 0.021 0.23
H 5.1516 2.8994 12.9539 0.006 0.004 -0.001 0.21
H 6.8204 0.5665 12.0111 -0.001 -0.004 -0.002 0.17
H 6.2148 0.9156 13.6355 0.002 -0.007 0.000 0.18
H 3.1294 1.0050 12.8203 -0.002 0.011 -0.005 0.17
H 3.1233 0.0694 11.3121 0.010 -0.005 -0.004 0.19
```
Positions in Å, forces in eV/Å.

Results
- Total charge: 0
- 2S+1: 1
- Energy above the lowest of the compared OMol25 structures with the same formula, charge and spin: 4.5 kcal/mol
- Kohn-Sham gap: 9.08 eV
- SMILES: CCc1ccccc1OCCC(=O)N(C)C[C@H](C)NC(=O)COC[C@@H]1CCOC1

***

No. 3
Formula: C15H18O
Source: the Open Molecules 2025 dataset
Level of theory: ωB97M-V/def2-TZVPD

Structure (XYZ):
```
34
Properties=species:S:1:pos:R:3:forces:R:3:nbo_charge:R:1
C -0.7005 1.6331 -1.4452 0.244 -0.593 0.975 -0.43
C -1.6166 2.8430 -1.5919 -0.074 0.027 -0.531 -0.62
C 0.5018 1.9034 -0.5421 0.373 -0.481 -2.016 -0.01
C 1.7116 1.3098 -0.9679 -0.068 0.288 0.907 -0.21
C 0.5156 2.7762 0.5150 0.772 0.245 0.523 -0.22
C 2.9028 1.6207 -0.3398 -0.292 -0.457 -0.065 -0.25
C 1.6887 2.9642 1.2546 0.478 -0.408 0.008 -0.25
C 2.8721 2.4358 0.7868 0.503 0.354 -0.157 0.26
O 4.0645 2.8253 1.4012 -0.600 -0.637 0.118 -0.69
H -1.1708 0.7171 -1.0595 -0.544 0.466 0.328 0.23
H -0.3450 1.2175 -2.3841 0.227 0.615 -0.392 0.21
H -2.5444 2.7842 -1.0306 -0.032 -0.118 0.122 0.21
H 1.7177 0.5844 -1.7722 -0.085 0.199 -0.172 0.21
H -0.2947 3.4355 0.7321 -0.847 -0.163 0.321 0.22
H 3.8204 1.1676 -0.6992 0.096 0.230 0.101 0.22
H 1.7668 3.4248 2.2337 -0.396 0.576 -0.318 0.23
H 4.4872 1.9985 1.6522 0.431 0.117 0.076 0.47
H -1.8704 3.0088 -2.6383 -0.186 -0.124 -0.037 0.22
H -1.1013 3.7519 -1.2911 0.050 0.048 0.112 0.21
C -1.4630 -4.8358 -0.3778 0.129 -0.520 -0.296 -0.63
C -0.7078 -0.9661 1.3558 -0.009 -0.451 -0.042 -0.23
C 0.0582 -1.4033 0.2815 0.155 0.283 0.188 -0.20
C -1.7795 -1.7484 1.7679 0.300 0.449 0.465 -0.21
C -0.1762 -2.6417 -0.2849 -0.403 -0.102 -0.576 -0.22
C -2.0227 -2.9847 1.1942 -0.250 -0.081 -0.438 -0.21
C -1.2130 -3.4609 0.1643 0.310 0.119 0.221 -0.02
H -0.4665 -0.0593 1.8984 -0.087 0.125 -0.291 0.22
H 0.8203 -0.7469 -0.1222 0.052 -0.253 0.136 0.22
H -2.3728 -1.3406 2.5778 -0.250 -0.339 -0.017 0.21
H 0.3637 -2.9317 -1.1819 0.191 -0.098 0.204 0.21
H -2.8930 -3.5818 1.4572 0.154 0.135 0.277 0.21
H -1.3154 -4.9709 -1.4551 -0.367 0.552 -0.009 0.22
H -2.4692 -5.1372 -0.0871 0.020 -0.207 -0.250 0.21
H -0.7688 -5.5927 -0.0016 0.005 0.207 0.524 0.22
```
Positions in Å, forces in eV/Å.

Results
- Total charge: 0
- 2S+1: 1
- Energy above the lowest of the compared OMol25 structures with the same formula, charge and spin: 16.5 kcal/mol
- Kohn-Sham gap: 9.49 eV
- SMILES: CCc1ccc(O)cc1.Cc1ccccc1

***

No. 4
Formula: C17H17BrNd
Source: the Open Molecules 2025 dataset
Level of theory: ωB97M-V/def2-TZVPD

Structure (XYZ):
```
36
Properties=species:S:1:pos:R:3:forces:R:3:nbo_charge:R:1
C -2.2082 -0.5394 -1.5911 -0.187 0.869 0.139 -0.38
C -2.0618 -0.9473 -0.2327 -0.059 0.171 -0.294 -0.33
C -1.7481 0.1483 0.5782 -0.955 0.895 -0.175 -0.35
H -2.0274 -1.9347 0.1465 -0.313 -0.910 0.022 0.25
C -1.7510 1.2925 -0.2704 -0.348 -0.009 -0.444 -0.35
C -2.0092 0.8903 -1.6172 0.180 -0.385 0.451 -0.34
H -1.8763 1.5456 -2.5030 -0.545 -0.659 0.819 0.24
H -2.5198 -1.1592 -2.4417 0.496 0.230 0.476 0.24
H -1.7559 0.1874 1.6727 0.473 -0.227 -0.507 0.26
H -1.8037 2.3206 0.0752 0.580 -0.096 -0.087 0.22
Nd 0.3690 -0.3191 -1.0925 -0.052 -0.067 1.183 1.60
Br 0.6007 -3.1166 -0.9996 -0.223 -0.219 -0.644 -0.61
C 2.0353 0.9938 -3.1242 -0.635 -0.497 0.457 -0.36
C 0.9780 1.7841 -3.6480 -0.234 -0.524 -0.051 -0.31
C -0.0189 0.9036 -4.1674 0.805 -0.071 0.026 -0.31
H 0.9539 2.8751 -3.6928 0.010 -0.409 0.028 0.21
C 0.4240 -0.4286 -3.9714 0.086 0.369 0.689 -0.32
C 1.6453 -0.3811 -3.2298 0.791 0.478 -1.709 -0.49
H 2.1902 -1.2392 -2.8448 0.199 -0.013 -0.461 0.25
H 2.9934 1.3463 -2.7516 -0.268 0.002 0.114 0.22
H -0.9400 1.1975 -4.6755 0.362 -0.087 0.201 0.21
H -0.0577 -1.3340 -4.3278 -0.050 0.159 0.281 0.23
C 1.8254 -1.1754 1.3351 -1.183 -0.841 -0.268 -0.83
C 1.2085 -0.6742 2.5174 -0.775 0.646 0.365 0.00
C 0.3115 -1.4326 3.3663 -0.300 0.100 -0.126 -0.29
C -0.4696 -0.9174 4.4208 0.233 0.670 -1.150 -0.20
C -0.4208 0.4612 4.6671 0.429 0.174 -0.027 -0.34
C 0.5269 1.2105 3.9310 -0.635 0.209 -0.220 -0.20
C 1.2586 0.6866 2.8703 -0.240 0.482 0.800 -0.28
H 2.5963 -0.6704 0.7271 0.077 -0.176 0.922 0.19
H 1.7570 -2.2761 1.3311 0.511 0.744 -0.656 0.23
H 0.0070 -2.3918 2.9914 0.368 -0.734 0.111 0.20
H -1.2225 -1.5242 4.9529 0.536 0.123 -0.506 0.20
H -1.1945 0.9594 5.2684 0.723 -0.238 0.111 0.19
H 0.6276 2.2833 4.1187 -0.210 -0.219 -0.049 0.19
H 1.7769 1.3753 2.2112 0.354 0.063 0.180 0.18
```
Positions in Å, forces in eV/Å.

Results
- Total charge: -1
- 2S+1: 4
- Kohn-Sham gap (spin up / spin down): 5.66 / 5.66 eV

***

No. 5
Formula: C2F3N
Source: the Open Molecules 2025 dataset
Level of theory: ωB97M-V/def2-TZVPD

Structure (XYZ):
```
6
Properties=species:S:1:pos:R:3:forces:R:3:nbo_charge:R:1
C -0.2335 -2.3059 -0.8785 2.041 -2.121 -1.864 0.43
C 0.3820 1.0378 0.2812 0.180 1.466 -0.972 0.99
N -0.8998 -1.6195 -0.2730 -1.994 2.178 1.863 -0.46
F 0.5332 2.0666 -0.5828 -0.788 -0.762 0.410 -0.33
F 1.5825 0.8132 0.7604 -0.313 -0.539 0.817 -0.31
F -0.5666 1.2981 1.1682 0.874 -0.222 -0.254 -0.31
```
Positions in Å, forces in eV/Å.

Results
- Total charge: 0
- 2S+1: 1
- Energy above the lowest of the compared OMol25 structures with the same formula, charge and spin: 122.9 kcal/mol
- Kohn-Sham gap (spin up / spin down): 12.94 / 5.56 eV

***

No. 6
Formula: C30H60N5O2P
Source: the Open Molecules 2025 dataset
Level of theory: ωB97M-V/def2-TZVPD

Structure (XYZ):
```
98
Properties=species:S:1:pos:R:3:forces:R:3:lowdin_charge:R:1
C -0.9496 -1.0581 -0.8285 0.323 0.473 0.061 0.01
C -0.2213 0.0595 -1.0005 -0.439 -0.311 0.587 -0.13
C -0.1166 1.0321 0.1688 -1.036 1.696 -1.125 -0.14
C 1.0846 0.8172 1.0384 0.367 -0.266 0.397 -0.10
C 1.0116 0.2488 2.3035 0.140 0.709 -1.725 0.06
N 2.1382 0.1427 3.0056 -1.161 -1.163 2.199 -0.10
C 1.9925 -0.4331 4.3772 0.065 -0.257 0.315 -0.09
C 3.1555 -1.3385 4.8073 -0.408 -0.537 0.879 -0.19
C 2.7131 -2.7920 5.1544 1.443 0.026 0.335 -0.19
C 4.0304 -3.6233 5.3397 -0.214 0.304 -0.312 -0.20
C 4.3965 -4.4649 4.1020 0.510 0.445 0.171 -0.21
C 4.4691 -3.6701 2.7818 0.257 -0.392 -0.448 -0.22
C 4.6088 -4.6331 1.5639 -0.562 0.752 -0.293 -0.19
C 3.7028 -4.2135 0.3634 0.194 -1.302 -0.035 -0.21
C 2.3668 -5.0167 0.3558 0.117 1.113 0.069 -0.24
C 1.3650 -4.3254 1.3265 0.486 -0.543 -0.444 -0.10
N 3.3414 0.5095 2.6812 0.381 0.202 -0.387 0.12
C 3.4914 1.0291 1.4802 -0.341 -0.238 0.018 -0.27
P 5.2345 1.4938 0.9943 -0.062 0.473 -1.012 0.75
N 5.3310 2.7291 0.0394 0.384 -0.144 0.805 -0.27
C 2.3704 1.1993 0.6370 0.402 0.280 -1.188 -0.01
C 2.5417 1.8074 -0.7552 0.192 0.935 -1.817 -0.75
O 3.1328 1.1639 -1.6399 -0.050 -0.786 1.254 0.00
O 2.0099 2.9232 -0.8750 -0.293 -0.141 0.863 0.01
H -1.8546 -0.9441 -0.2207 0.746 -0.782 0.738 0.05
H -0.6240 -2.0194 -1.2261 -0.969 0.317 -0.901 0.06
H 0.2498 0.3163 -1.9528 1.001 -0.499 0.672 0.09
H -0.0096 2.0490 -0.2533 0.144 -0.246 0.322 0.12
H -1.0414 1.0764 0.7690 0.277 -0.483 -0.056 0.11
H 0.0644 -0.0988 2.7060 0.402 -0.056 0.252 0.15
H 1.0739 -1.0343 4.4114 0.185 0.236 -0.402 0.12
H 1.8046 0.3952 5.0755 0.372 -0.088 -0.271 0.13
H 3.9821 -1.4265 4.0993 -0.352 0.499 -0.118 0.08
H 3.5724 -0.9399 5.7441 0.104 0.028 -0.407 0.12
H 2.2100 -2.8119 6.1301 -0.411 0.085 -0.513 0.11
H 2.1168 -3.2444 4.3513 -0.151 0.167 0.316 0.10
H 4.8548 -2.9075 5.5010 -0.198 -0.200 0.052 0.11
H 3.9887 -4.2239 6.2594 -0.061 -0.072 -0.402 0.11
H 3.7222 -5.3233 3.9683 0.031 0.253 0.135 0.11
H 5.4107 -4.8626 4.2783 -0.380 -0.191 -0.083 0.12
H 5.3429 -2.9958 2.7636 -0.280 -0.111 0.288 0.12
H 3.5956 -3.0218 2.6105 0.084 -0.323 0.222 0.08
H 4.2937 -5.6400 1.8725 0.319 0.151 -0.108 0.10
H 5.6463 -4.6680 1.2093 -0.160 -0.130 0.317 0.11
H 4.2246 -4.4495 -0.5747 -0.021 0.193 0.212 0.10
H 3.5019 -3.1323 0.3723 0.067 -0.258 -0.069 0.10
H 2.5451 -6.0680 0.6213 -0.020 0.280 0.024 0.10
H 1.9834 -5.0254 -0.6758 -0.127 0.116 0.348 0.10
H 1.5921 -4.5991 2.3667 -0.183 0.017 -0.204 0.06
H 1.5244 -3.2416 1.2322 -0.442 -0.203 0.006 0.06
H 0.3343 -4.6033 1.0778 0.140 0.203 0.276 0.07
H 5.7230 0.2887 0.4194 -0.340 0.005 0.435 0.01
H 5.9079 1.6203 2.2331 -0.329 -0.447 0.017 0.00
H 5.9084 3.4183 0.5214 -0.231 0.241 -0.344 -0.03
C 0.4382 1.7445 -4.4860 0.042 -0.065 -0.040 -0.08
C -0.3915 0.5856 -5.0214 0.180 0.199 -0.015 -0.27
N -1.7702 0.9432 -5.3094 -0.317 -0.139 0.096 -0.20
C -2.6264 -0.2074 -5.5430 -0.054 -0.166 0.124 -0.26
C -2.3361 -1.0833 -6.7666 -0.157 -0.099 -0.078 -0.09
C -1.9608 2.0609 -6.2173 0.190 0.341 0.006 -0.25
C -1.3388 1.9655 -7.6159 -0.105 0.074 -0.126 -0.09
H -0.0316 2.1931 -3.6086 -0.017 0.037 -0.041 0.08
H 1.4252 1.3860 -4.1885 -0.007 0.041 0.035 0.08
H 0.5876 2.5226 -5.2360 -0.012 0.020 0.034 0.07
H -0.3925 -0.1976 -4.2565 -0.188 -0.085 -0.100 0.11
H 0.1175 0.1626 -5.9009 0.066 -0.049 0.029 0.10
H -3.6670 0.1281 -5.5889 0.057 0.135 -0.049 0.11
H -2.5763 -0.8443 -4.6530 0.129 0.062 0.026 0.10
H -2.6485 -0.6034 -7.6933 0.091 0.018 -0.014 0.05
H -2.9004 -2.0164 -6.6898 0.012 0.014 0.023 0.07
H -1.2814 -1.3487 -6.8473 0.003 0.048 0.011 0.07
H -1.5643 2.9592 -5.7357 0.073 -0.085 0.050 0.10
H -3.0312 2.2609 -6.3178 -0.034 -0.207 0.062 0.11
H -0.3129 1.5955 -7.5912 -0.016 -0.014 0.042 0.07
H -1.3138 2.9579 -8.0724 0.004 -0.008 0.027 0.07
H -1.9223 1.3275 -8.2786 0.086 -0.072 -0.001 0.05
C -5.1872 4.3929 3.4752 -0.024 0.038 -0.005 -0.09
C -4.4939 3.6195 2.3626 -0.088 0.189 0.032 -0.28
N -5.3114 2.5600 1.7996 0.025 -0.339 0.010 -0.20
C -4.5641 1.6472 0.9508 0.186 -0.123 -0.025 -0.25
C -3.9521 2.2018 -0.3394 0.050 -0.151 -0.104 -0.08
C -6.6144 2.9604 1.2949 -0.256 0.256 0.147 -0.25
C -6.6628 4.0376 0.2050 -0.126 -0.034 -0.109 -0.08
H -5.5391 3.7205 4.2596 -0.036 -0.023 -0.057 0.08
H -4.4859 5.0971 3.9258 -0.003 0.000 -0.032 0.07
H -6.0354 4.9708 3.1055 -0.004 -0.013 0.025 0.06
H -3.5931 3.1690 2.7901 -0.005 -0.136 -0.155 0.11
H -4.1539 4.3312 1.5955 0.069 0.048 0.040 0.10
H -5.2012 0.7937 0.7002 -0.120 0.096 0.031 0.11
H -3.7523 1.2227 1.5542 -0.018 0.110 0.096 0.10
H -4.7060 2.3702 -1.1068 0.020 0.082 0.011 0.06
H -3.2445 1.4751 -0.7487 -0.007 0.021 -0.012 0.06
H -3.4037 3.1304 -0.1761 -0.030 0.005 0.015 0.07
H -7.2112 3.3132 2.1411 0.105 0.018 0.040 0.10
H -7.1480 2.0741 0.9422 0.197 -0.097 -0.015 0.11
H -6.0030 4.8794 0.4206 0.019 -0.032 0.019 0.07
H -7.6781 4.4339 0.1289 0.014 -0.011 0.022 0.07
H -6.4057 3.6377 -0.7746 0.096 0.067 0.003 0.05
```
Positions in Å, forces in eV/Å.

Results
- Total charge: 0
- 2S+1: 1
- Kohn-Sham gap: 6.67 eV